1.
This record from the Open Molecules 2025 dataset describes a structure of composition C59H46F6GeNO2P3Sc in a non-equilibrium geometry. The level of theory is the ωB97M-V functional and the def2-TZVPD basis.

Cartesian coordinates (Å):
Sc 14.35301 7.73721 15.43238
F 13.95915 15.03068 12.25410
Ge 14.39026 13.39922 12.89918
C 15.93371 12.79061 11.63161
C 16.22483 13.77276 10.72782
C 16.74898 13.42625 9.46113
C 17.27641 12.20050 9.29109
C 17.22460 11.20847 10.29977
C 16.57482 11.49699 11.49236
P 16.58717 9.98484 12.59844
C 16.17675 8.71632 11.33880
C 16.90786 7.56639 10.95106
C 16.30100 6.59060 10.10063
C 15.08763 6.82566 9.49079
C 14.41499 7.99249 9.77278
C 14.99547 8.96742 10.58081
C 18.34540 9.56222 12.90081
C 19.38207 10.36170 12.45955
C 20.67626 9.98103 12.58441
C 20.99847 8.76468 13.19094
C 19.94514 7.93868 13.63424
C 18.60252 8.30961 13.38156
C 14.88203 14.05502 14.73468
C 16.09252 14.72377 14.94584
C 16.68069 14.80740 16.20457
C 15.89626 14.49776 17.28558
C 14.59562 14.03698 17.10018
C 14.14461 13.62464 15.85008
P 12.64797 12.53764 15.60844
C 11.56192 12.75949 17.09795
C 11.76330 12.07512 18.32610
C 11.07964 12.51765 19.47401
C 10.37122 13.68652 19.56323
C 10.07118 14.28825 18.33726
C 10.55136 13.74281 17.14400
C 15.75377 9.00291 19.29792
C 14.40141 9.23937 19.64363
C 13.97822 8.73407 20.88060
C 14.90623 8.50784 21.85160
C 16.28290 8.52979 21.57637
C 16.73017 8.59409 20.26904
C 11.91362 13.53789 14.14381
C 11.81736 14.95130 14.22460
C 10.83140 15.61979 13.50213
C 9.93219 14.99897 12.67594
C 10.04840 13.62024 12.48755
C 11.08942 12.89753 13.15096
P 11.31150 11.21065 12.53045
C 11.43728 11.40201 10.78116
C 11.45124 12.64925 10.10230
C 11.29451 12.70994 8.72010
C 11.27935 11.54040 7.95065
C 11.26112 10.31061 8.55437
C 11.53210 10.25864 9.95699
C 9.70923 10.37304 12.76849
C 9.08035 10.57724 14.01193
C 8.09377 9.70969 14.45465
C 7.59620 8.65095 13.66586
C 8.13508 8.53035 12.41833
C 9.20523 9.30757 11.95494
H 15.90229 14.78024 10.96201
H 16.74579 14.09311 8.59900
H 17.72888 11.89224 8.37120
H 17.72211 10.24708 10.12100
H 17.95151 7.40444 11.18490
H 16.81827 5.65482 9.88984
H 14.64653 6.05740 8.89785
H 13.50275 8.24824 9.30285
H 14.45399 9.90497 10.66738
H 19.17942 11.37487 12.14996
H 21.43629 10.57348 12.10535
H 22.05505 8.54873 13.38215
H 20.12429 7.04868 14.24224
H 17.77968 7.55041 13.47881
H 16.60579 15.23421 14.12527
H 17.72896 15.08454 16.24796
H 16.28816 14.64342 18.30526
H 13.95696 13.97119 17.98581
H 12.35232 11.16205 18.40622
H 11.05315 11.88402 20.38768
H 10.00834 14.11611 20.50892
H 9.49116 15.23310 18.33731
H 10.15572 14.14154 16.21746
H 13.65244 9.75525 18.99521
H 12.93635 8.62127 21.09265
H 14.65526 8.28619 22.87790
H 16.98971 8.41481 22.39094
H 17.76449 8.40148 19.96439
H 12.51816 15.50494 14.84045
H 10.87251 16.72285 13.54109
H 9.10446 15.51642 12.21451
H 9.50079 12.98978 11.79132
H 11.68985 13.55543 10.64750
H 11.19798 13.72647 8.23666
H 11.35471 11.61118 6.89114
H 11.10344 9.37852 8.00687
H 11.75457 9.29064 10.40803
H 9.27059 11.49343 14.59032
H 7.57330 9.98455 15.35531
H 6.73554 8.11734 14.05268
H 7.73120 7.77010 11.77463
H 9.64454 9.11309 10.95140
C 17.61953 9.21781 17.75865
C 16.20043 8.88465 17.86976
O 15.41028 8.85889 16.75749
H 18.25369 8.34103 17.83299
H 17.85441 9.82786 18.66630
H 17.89785 9.79608 16.89852
O 12.26217 7.68494 11.81620
C 13.04560 8.00394 12.61534
N 13.74395 8.28931 13.55252
F 12.14007 8.61403 16.13830
C 12.43414 7.32600 16.72897
F 12.25863 7.56572 18.09570
H 11.66415 6.60620 16.49119
F 14.94120 5.25241 13.51871
C 14.75993 5.68785 14.76606
F 14.31901 4.57101 15.42550
F 16.12504 5.86439 15.26638

Forces on atoms 1 to 6 (eV/Å):
-2.1 0.5 -0.8
0.5 0.4 -0.4
-0.8 -2.0 -0.1
1.2 -0.5 2.5
-0.3 0.1 -1.7
-0.2 1.5 0.5

Properties
Energy, a.u.: -6941.93780
Spin multiplicity: 1
Net charge: -1

2.
This record from the Open Molecules 2025 dataset describes a cluster of 2 separate species, C38H35OSi in total in a non-equilibrium geometry. The level of theory is the ωB97M-V functional and the def2-TZVPD basis.

Cartesian coordinates (Å):
C -0.19604 -1.09865 -1.55730
C 2.59477 -2.14705 -0.71625
C 3.63060 -1.22921 -0.57638
C 4.63377 -1.45065 0.38334
C 4.56276 -2.60428 1.18667
C 3.46204 -3.47283 1.12155
C 2.44737 -3.20772 0.17925
C -0.70137 -2.45152 -1.44465
C -1.96225 -2.43505 -0.92108
C -2.65689 -3.43769 -0.19465
C -3.97843 -3.15090 0.21433
C -4.63477 -4.02420 1.05255
C -3.97906 -5.18766 1.49013
C -2.67419 -5.48545 1.06965
C -2.00933 -4.62326 0.21194
H 1.87898 -2.05302 -1.50047
H 3.66291 -0.33499 -1.20914
H 5.44286 -0.71905 0.50686
H 5.33905 -2.78636 1.92859
H 3.35521 -4.33526 1.79234
H 1.55202 -3.83031 0.12432
H -0.16818 -3.38084 -1.69515
H -2.46034 -1.46108 -0.97382
H -4.42915 -2.21898 -0.13327
H -5.65585 -3.79279 1.36633
H -4.50605 -5.87746 2.14999
H -2.17540 -6.39168 1.41543
H -0.99102 -4.81681 -0.12645
C 4.40131 3.51102 -0.51745
C 3.27902 4.30946 -0.76273
C 2.00629 3.86104 -0.38889
C 1.83263 2.59680 0.20906
Si 0.11041 1.98192 0.40008
C -0.35982 0.51097 1.41373
C 0.51367 -0.45130 1.95316
C 0.01251 -1.63059 2.51159
C -1.36518 -1.82847 2.63745
C -2.23836 -0.82159 2.22469
C -1.74117 0.33845 1.62448
C -0.85553 3.43795 1.02214
C -0.77053 3.76009 2.38572
C -1.37870 4.92193 2.87801
C -2.08143 5.76819 2.01062
C -2.17827 5.43909 0.65321
C -1.57174 4.27289 0.16138
O -0.49752 1.66036 -1.18649
C -0.44998 1.08046 -2.35300
C -0.24905 -0.30699 -2.57561
C -0.50746 -0.62942 -4.03217
C -0.88052 0.74147 -4.66063
C -0.93389 1.79254 -3.54084
C 2.97750 1.88978 0.60088
C 4.24694 2.30937 0.18577
H 5.38967 3.82725 -0.85706
H 3.39284 5.27828 -1.25289
H 1.14075 4.50914 -0.54921
H 1.58868 -0.27807 1.95125
H 0.70421 -2.40120 2.85965
H -1.75727 -2.75788 3.05904
H -3.31792 -0.94503 2.35182
H -2.43900 1.12808 1.32870
H -0.21960 3.10596 3.06548
H -1.29961 5.16498 3.93973
H -2.54612 6.68179 2.39245
H -2.72191 6.09309 -0.03027
H -1.66404 4.02910 -0.89876
H 0.19781 -0.70692 -0.60587
H 0.38160 -1.06122 -4.52546
H -1.33460 -1.35546 -4.14067
H -0.10750 1.01175 -5.38964
H -1.84045 0.65434 -5.18082
H -1.96235 2.15348 -3.40433
H -0.29329 2.65398 -3.75656
H 2.88082 1.00752 1.23211
H 5.12207 1.69630 0.41246

Forces on atoms 1 to 6 (eV/Å):
1.3 -1.6 2.9
0.3 -0.2 0.9
0.5 0.0 0.1
-0.6 -0.3 -0.1
-0.2 0.3 0.2
-0.5 0.5 -0.5

Properties
Energy, a.u.: -1833.51842
Spin multiplicity: 1
Net charge: +1

3.
This record from the Open Molecules 2025 dataset describes a structure of composition C28H72CrO30S9 in a non-equilibrium geometry. The level of theory is the ωB97M-V functional and the def2-TZVPD basis.

Cartesian coordinates (Å):
Cr 0.63193 0.72202 2.12659
C -0.16296 -0.05048 -0.17215
O -0.65250 0.98302 0.48143
O -0.17557 -0.09695 -1.42816
O 0.62712 -0.72989 0.57265
O 4.15579 -1.77078 3.66069
S 3.21097 -0.75038 3.98055
O 2.04852 -0.47723 3.14022
O 2.66379 -1.05147 5.45390
C 1.42101 -0.42854 5.83893
C 1.29166 -0.63783 7.33616
C 4.11605 0.80368 4.17686
H 0.59542 -0.89225 5.29605
H 1.44000 0.62531 5.54622
H 2.19923 -0.24056 7.79584
H 1.14667 -1.67312 7.62676
H 0.50479 0.00139 7.73924
H 4.54873 0.71526 5.16995
H 3.44554 1.65814 4.12641
H 4.79964 0.80002 3.33174
O -1.10183 -0.16703 3.18649
S -2.54990 -0.20400 3.37588
O -3.32528 -1.25387 2.80027
O -2.87253 -0.13764 4.94098
C -2.03057 0.67221 5.80540
C -2.37008 0.26089 7.21195
C -3.23697 1.40332 2.84102
H -2.25715 1.72485 5.62337
H -0.98529 0.47702 5.58212
H -1.82254 0.87736 7.92625
H -2.01640 -0.76104 7.35957
H -3.43621 0.30389 7.41928
H -4.07766 1.54917 3.51459
H -3.62857 1.28475 1.83300
H -2.41743 2.11058 2.88061
O -4.87514 -3.47120 -2.19304
S -4.42920 -2.97593 -0.91267
O -5.26774 -2.05249 -0.18683
O -4.14533 -4.23951 0.03494
C -3.38195 -5.32429 -0.50767
C -2.85254 -6.17532 0.62770
C -2.71588 -2.38055 -1.04656
H -2.65600 -4.99687 -1.25070
H -4.01422 -5.95664 -1.13915
H -2.01322 -6.80431 0.32586
H -3.63682 -6.84112 0.98144
H -2.39532 -5.56079 1.40386
H -2.12851 -3.08088 -1.63474
H -2.31885 -2.18738 -0.05499
H -2.73378 -1.49505 -1.68567
O -0.78433 -5.02916 -2.88148
S 0.27109 -4.98749 -1.91956
O 0.03106 -5.27713 -0.51527
O 1.48955 -5.96931 -2.46398
C 2.64272 -6.05441 -1.63644
C 3.36229 -7.36740 -1.91828
C 1.10311 -3.39936 -2.05877
H 2.40056 -5.98792 -0.57093
H 3.31428 -5.20249 -1.77999
H 2.75768 -8.26096 -1.76512
H 4.19981 -7.48875 -1.23062
H 3.70111 -7.34080 -2.95354
H 0.38434 -2.58755 -1.93930
H 1.54109 -3.41357 -3.05636
H 1.86981 -3.32883 -1.29532
O 5.07780 -2.60865 -1.72271
S 4.53898 -2.43384 -0.38958
O 3.99852 -3.44904 0.47248
O 5.75527 -1.74058 0.47437
C 6.53401 -0.70990 -0.13086
C 6.50536 0.52329 0.73070
C 3.39163 -1.04532 -0.49194
H 6.13810 -0.44336 -1.11564
H 7.54519 -1.04194 -0.36946
H 6.88128 0.39790 1.74689
H 5.48625 0.90813 0.78519
H 7.08557 1.31477 0.25020
H 2.55593 -1.31479 -1.12808
H 3.95456 -0.27644 -1.01649
H 3.22562 -0.82150 0.55630
O 3.97158 2.11858 -0.71019
S 2.84291 2.53640 0.06720
O 2.35032 1.69556 1.14775
O 3.23047 3.92976 0.77429
C 4.11684 4.82616 0.09479
C 4.14793 6.09249 0.94811
C 1.53901 3.11438 -1.06761
H 3.68054 5.01309 -0.88847
H 5.12973 4.42529 0.05188
H 3.12421 6.42907 1.09892
H 4.77545 6.87186 0.51641
H 4.63416 5.89254 1.90439
H 2.06503 3.48484 -1.94245
H 0.87733 3.80434 -0.54605
H 0.89866 2.27676 -1.36494
O -3.55780 0.32118 -4.06280
S -3.67998 1.72926 -3.77313
O -4.18166 2.64826 -4.75331
O -4.64703 1.94679 -2.44605
C -4.58922 0.99973 -1.37353
C -5.80527 1.39837 -0.52842
C -2.17304 2.28742 -3.03088
H -3.68928 1.02566 -0.75351
H -4.81885 -0.00859 -1.71545
H -5.60402 2.29758 0.06397
H -5.95276 0.65533 0.26165
H -6.70065 1.49783 -1.13237
H -1.77041 1.50637 -2.38048
H -2.37148 3.22245 -2.51505
H -1.48851 2.39638 -3.87503
O -0.67555 5.88708 0.00912
S -2.08431 5.72255 0.25724
O -2.85874 6.74557 0.90516
O -2.70788 5.38185 -1.19327
C -4.13007 5.43491 -1.43689
C -4.23313 5.53089 -2.94357
C -2.41744 4.14227 1.06804
H -4.56551 6.28347 -0.90998
H -4.57240 4.48484 -1.12508
H -4.07354 4.54996 -3.39054
H -3.53726 6.19125 -3.45552
H -5.26175 5.78304 -3.21441
H -3.48998 3.95024 1.05815
H -2.09612 4.20013 2.10911
H -1.91702 3.25591 0.66937
O 1.95302 -1.32486 -5.72177
S 1.32095 -0.01729 -5.67270
O 1.46242 0.87947 -6.78798
O -0.25219 -0.19113 -5.30397
C -0.65677 -1.34618 -4.55852
C -1.27061 -2.41686 -5.46462
C 1.93425 0.76169 -4.12780
H -1.40809 -1.01448 -3.84250
H 0.18641 -1.67388 -3.95035
H -1.43466 -3.26986 -4.80351
H -0.60311 -2.74868 -6.25914
H -2.16889 -2.00186 -5.91548
H 1.21170 1.49286 -3.77266
H 2.85050 1.27644 -4.40509
H 2.02042 -0.05555 -3.41932

Forces on atoms 1 to 6 (eV/Å):
-1.1 -1.5 -2.4
2.4 1.5 -1.4
-0.8 1.4 1.6
-0.9 -0.5 0.7
0.1 -1.3 0.7
-1.0 0.6 0.1

Properties
Energy, a.u.: -7995.32525
Spin multiplicity: 5
Net charge: 0